This record from OMol25 describes C3H6OS2 in the gas phase in a non-equilibrium geometry. The level of theory is ωB97M-V/def2-TZVPD.

Output
energy above the lowest of the compared OMol25 structures with the same formula, charge and spin = 70.9 kcal per mole
SMILES string = COC(=S)SC
HOMO-LUMO gap = 8.95 eV
HOMO level = -0.3253 Eh

Geometry as ORCA input:
```
! wB97M-V def2-TZVPD RIJCOSX def2/J DEFGRID3
* xyz 0 1
C -0.97 -1.64 -1.20
O -0.54 -1.63 0.11
C 0.20 -0.77 0.86
S 0.40 -0.46 2.45
S 0.40 0.66 -0.34
C 0.93 2.04 0.52
H -1.30 -2.69 -1.41
H -0.42 -1.36 -2.10
H -1.75 -0.80 -1.32
H 1.95 1.68 0.79
H 0.31 1.94 1.63
H 0.78 3.03 0.01
*
```

For reference, the Mulliken charges in units of e are: -0.727 -0.336 0.435 -0.280 -0.069 -0.778 0.265 0.330 0.350 0.318 0.176 0.317


This record from OMol25 describes C3H6OS2 in the gas phase in a non-equilibrium geometry. The level of theory is ωB97M-V/def2-TZVPD.

Output
energy above the lowest of the compared OMol25 structures with the same formula, charge and spin = 21.8 kcal per mole
SMILES string = CSC(=S)CO
HOMO-LUMO gap = 8.49 eV
HOMO level = -0.3225 Eh

Geometry as ORCA input:
```
! wB97M-V def2-TZVPD RIJCOSX def2/J DEFGRID3
* xyz 0 1
C -1.60 -0.89 0.04
S -0.03 -1.72 -0.36
C 1.20 -0.53 -0.01
S 2.77 -0.94 -0.18
C 0.79 0.88 0.38
O 0.12 1.55 -0.67
H -2.40 -1.56 -0.30
H -1.68 0.06 -0.48
H -1.74 -0.76 1.11
H 1.70 1.42 0.69
H 0.11 0.84 1.19
H 0.75 1.66 -1.41
*
```

For reference, the Mulliken charges in units of e are: -0.830 -0.016 0.324 -0.221 -0.707 -0.490 0.344 0.283 0.287 0.354 0.339 0.333


This record from OMol25 describes a molecular structure, C3H6OS2 in a non-equilibrium geometry. The level of theory is ωB97M-V/def2-TZVPD.

Output
energy above the lowest of the compared OMol25 structures with the same formula, charge and spin = 110.4 kcal per mole
HOMO-LUMO gap = 7.61 eV
HOMO level = -0.2711 Eh

Geometry as ORCA input:
```
! wB97M-V def2-TZVPD RIJCOSX def2/J DEFGRID3
* xyz 0 1
C 1.68 -0.22 1.03
C -0.74 0.14 -0.44
C -1.77 -0.86 0.16
O 0.41 0.37 -0.07
S 3.08 0.45 0.25
S -1.42 1.20 -1.69
H 1.67 -1.21 0.94
H -2.73 -0.38 0.07
H -1.37 -0.92 1.16
H -1.72 -1.81 -0.43
H 3.36 1.38 1.33
H -0.44 1.87 -2.30
*
```

For reference, the Mulliken charges in units of e are: -0.430 0.632 -0.981 -0.259 -0.206 -0.241 0.193 0.408 0.299 0.278 0.131 0.176


This record from OMol25 describes C3H6P2S3 in the gas phase in a non-equilibrium geometry. The level of theory is ωB97M-V/def2-TZVPD.

Output
energy above the lowest of the compared OMol25 structures with the same formula, charge and spin = 37.7 kcal per mole
SMILES string = C1C[C@@H]2SSP=[P@@H]2S1
HOMO-LUMO gap (spin up / spin down) = 6.27 / 6.27 eV
HOMO level (spin up / spin down) = -0.2813 / -0.2814 Eh

Geometry as ORCA input:
```
! wB97M-V def2-TZVPD RIJCOSX def2/J DEFGRID3
* xyz 0 1
C -1.31 -0.24 -0.25
C -0.18 0.70 -0.24
C 0.94 0.33 0.63
S 2.38 1.52 0.60
S 3.88 0.49 -0.67
P 3.86 -1.31 0.15
P 1.46 -1.51 0.29
S -0.74 -2.07 -0.11
H -1.93 0.00 0.64
H -1.86 -0.25 -1.08
H 0.24 0.78 -1.24
H -0.72 1.66 0.02
H 0.74 0.53 1.64
H 1.70 -1.72 1.61
*
```

For reference, the Mulliken charges in units of e are: -0.662 -0.511 -0.391 -0.070 -0.105 0.029 0.202 -0.254 0.307 0.430 0.282 0.310 0.331 0.103


This record from OMol25 describes C3H6S2 in the gas phase in a non-equilibrium geometry. The level of theory is ωB97M-V/def2-TZVPD.

Output
energy above the lowest of the compared OMol25 structures with the same formula, charge and spin = 35.1 kcal per mole
SMILES string = CC(=S)CS
HOMO-LUMO gap (spin up / spin down) = 8.30 / 8.30 eV
HOMO level (spin up / spin down) = -0.3233 / -0.3233 Eh

Geometry as ORCA input:
```
! wB97M-V def2-TZVPD RIJCOSX def2/J DEFGRID3
* xyz 0 1
C -0.87 -0.41 1.25
C -0.52 -0.14 -0.14
S -1.58 -0.26 -1.44
C 0.91 0.06 -0.36
S 1.31 1.53 -1.40
H -0.53 -1.54 1.39
H -2.03 -0.45 1.45
H -0.42 0.32 1.94
H 1.38 0.27 0.71
H 1.42 -0.75 -0.78
H 0.94 1.37 -2.60
*
```

For reference, the Mulliken charges in units of e are: -1.038 0.428 -0.220 -0.576 -0.209 0.272 0.294 0.346 0.251 0.332 0.119


This record from OMol25 describes C3H6S2 in the gas phase in a non-equilibrium geometry. The level of theory is ωB97M-V/def2-TZVPD.

Output
energy above the lowest of the compared OMol25 structures with the same formula, charge and spin = 4.2 kcal per mole
SMILES string = CSC(C)=S
HOMO-LUMO gap = 8.66 eV
HOMO level = -0.3156 Eh

Geometry as ORCA input:
```
! wB97M-V def2-TZVPD RIJCOSX def2/J DEFGRID3
* xyz 0 1
C 1.97 -0.75 0.32
S 0.88 0.35 -0.59
C -0.68 0.02 0.07
C -1.75 0.92 -0.52
S -1.01 -1.07 1.24
H 1.96 -0.53 1.37
H 1.68 -1.77 0.18
H 2.95 -0.61 -0.08
H -1.83 1.82 0.11
H -1.49 1.22 -1.57
H -2.69 0.40 -0.53
*
```

For reference, the Mulliken charges in units of e are: -0.923 -0.010 0.362 -1.092 -0.271 0.330 0.322 0.339 0.286 0.323 0.333